{"formula": "C21H23N3O3", "method": "wB97M-V/def2-TZVPD", "species": ["H", "C", "H", "H", "C", "C", "H", "H", "C", "H", "H", "C", "H", "N", "C", "C", "C", "H", "C", "H", "H", "H", "H", "C", "H", "C", "C", "C", "H", "C", "N", "O", "H", "H", "H", "C", "H", "C", "O", "O", "C", "H", "H", "C", "C", "N", "H", "C", "H", "C"], "positions_angstrom": [[-1.64276, -1.11518, 0.28076], [1.74468, -1.32304, -2.58132], [4.41399, 2.83396, -2.44118], [2.28741, 0.20190, 0.69727], [1.79083, 1.08555, 0.32186], [0.55929, 3.33646, -0.68724], [-0.57557, 0.85196, -3.69755], [-3.77046, -0.63365, 2.05409], [1.12925, -1.71821, -1.40836], [-1.74015, -3.82052, 3.07303], [4.98366, 1.23712, -2.95224], [-2.10155, -2.89930, 2.62273], [-3.44212, -0.03963, 3.68569], [-1.73706, -0.57870, 2.59456], [-0.09995, -1.17899, -1.05015], [1.73319, 2.88953, -1.26325], [-2.07443, 0.33975, -1.53036], [-0.93718, 3.01363, 0.81508], [-3.13860, -0.77598, 2.93958], [-4.16933, -2.66455, 3.30402], [-0.33117, -1.92434, 3.41618], [2.15468, 3.43046, -2.09490], [-2.38984, 1.03023, -2.30798], [-0.09819, 0.12894, -3.05180], [0.07654, 4.22228, -1.07256], [-1.33332, 0.63795, 2.12968], [2.36453, 1.75575, -0.75369], [0.59453, 1.51966, 0.87931], [-2.47031, -3.12449, 1.61994], [1.13300, -0.39574, -3.40431], [-0.72231, -1.51799, 0.16578], [4.21929, 0.30160, -0.76092], [-2.93574, -2.24796, 4.50401], [-2.83663, -0.43712, -1.44661], [-2.03587, 0.89633, -0.59315], [-0.73770, -0.24795, -1.88113], [0.61557, -0.00552, 2.21556], [3.62277, 1.19841, -1.31286], [-2.13481, 1.53090, 1.93461], [0.96776, -2.49433, 1.36201], [-0.13099, -1.98985, 1.29023], [1.60783, -2.43033, -0.75823], [3.33720, 1.77181, -3.35819], [-0.01546, 2.66645, 0.37851], [-1.00125, -1.83079, 2.54881], [0.02622, 0.75304, 1.90299], [1.60628, -0.08576, -4.32424], [4.12043, 1.79914, -2.60517], [2.70420, -1.74023, -2.84369], [-3.19035, -2.21266, 3.44481]], "atomic_forces_ev_per_a": [[0.157, -0.059, 0.145], [-0.077, 0.081, -0.084], [-0.014, 0.135, -0.038], [0.041, -0.130, 0.020], [0.023, 0.133, -0.042], [0.013, -0.008, -0.025], [-0.072, 0.075, -0.046], [0.002, 0.011, 0.095], [0.048, -0.167, 0.092], [0.048, -0.031, -0.065], [0.004, -0.013, 0.025], [-0.029, 0.034, 0.144], [-0.068, -0.058, -0.088], [-0.166, -0.273, 0.083], [0.265, -0.044, -0.292], [0.169, -0.121, -0.021], [0.126, -0.043, 0.016], [-0.003, 0.026, 0.027], [-0.383, 0.226, 0.077], [-0.032, -0.001, 0.051], [0.011, -0.048, -0.257], [0.063, 0.035, -0.113], [-0.061, 0.031, -0.017], [0.007, -0.059, 0.066], [-0.039, 0.079, -0.025], [0.279, -0.079, 0.140], [-0.467, 0.033, 0.484], [0.090, 0.311, -0.353], [0.010, -0.007, -0.023], [0.117, 0.001, -0.111], [-0.420, 0.040, -0.364], [-0.011, -0.021, 0.023], [-0.020, -0.015, 0.049], [-0.126, -0.018, 0.038], [-0.081, 0.044, 0.092], [-0.011, -0.016, -0.035], [-0.089, 0.080, 0.005], [0.231, 0.079, -0.313], [-0.204, 0.258, -0.129], [0.229, -0.006, 0.022], [-0.366, -0.057, 0.412], [0.007, -0.029, 0.025], [-0.085, 0.069, -0.089], [-0.089, 0.061, 0.055], [0.435, -0.168, 0.029], [0.076, -0.201, 0.471], [0.045, 0.027, -0.095], [0.202, -0.233, 0.069], [0.110, -0.046, -0.014], [0.103, 0.084, -0.114]], "mulliken_charge": [0.168, -0.706, 0.404, 0.445, -0.199, -1.067, 0.346, 0.317, -0.773, 0.409, 0.341, -0.747, 0.389, -0.032, 0.419, -0.464, -1.632, 0.543, -0.669, 0.384, 0.355, 0.404, 0.403, -0.709, 0.390, 0.282, 0.055, 0.402, 0.292, -0.774, 0.107, -0.596, 0.332, 0.396, 0.323, 1.397, 0.342, 0.868, -0.643, -0.637, -0.180, 0.488, 0.356, -0.480, 0.268, -0.075, 0.470, -1.471, 0.430, -0.673], "e_homo_ev": -8.302, "max_force_ev_per_a": 0.67, "lumo_ha": 0.018, "e_above_lowest_kcal_mol": 14.3, "orbital_gap_ev": 8.786}

{"formula": "CH4IP", "method": "wB97M-V/def2-TZVPD", "species": ["H", "C", "H", "H", "H", "I", "P"], "positions_angstrom": [[1.29452, 0.83679, 0.88739], [0.10060, -0.57750, -0.75518], [-0.41505, 0.26887, 1.39019], [-0.22609, 0.29942, -1.27283], [-0.73752, -1.30657, -1.09962], [1.65814, -1.14777, -2.13167], [0.70672, -0.39710, 0.95370]], "atomic_forces_ev_per_a": [[0.789, 0.841, -0.609], [-1.277, -1.156, -2.455], [-1.021, 0.113, 0.517], [-0.130, 0.953, 0.292], [1.491, 0.821, 1.674], [0.300, -0.148, 0.133], [-0.152, -1.424, 0.448]], "mulliken_charge": [0.049, -0.739, 0.033, 0.334, 0.348, 0.013, -0.038], "e_homo_ev": -9.488, "max_force_ev_per_a": 3.00, "lumo_ha": 0.013, "e_above_lowest_kcal_mol": 30.8, "orbital_gap_ev": 9.837}

{"formula": "C30H47N3O15P", "method": "wB97M-V/def2-TZVPD", "species": ["C", "C", "C", "H", "N", "O", "H", "C", "H", "H", "O", "H", "H", "H", "H", "H", "C", "O", "H", "O", "H", "H", "C", "C", "H", "C", "H", "C", "H", "H", "C", "H", "H", "C", "H", "H", "H", "H", "H", "H", "C", "N", "O", "C", "N", "H", "O", "H", "C", "O", "H", "O", "C", "H", "H", "C", "H", "O", "C", "O", "C", "O", "C", "C", "C", "O", "C", "H", "C", "H", "H", "O", "C", "H", "O", "C", "H", "H", "C", "C", "P", "H", "H", "H", "C", "H", "H", "H", "C", "H", "H", "O", "H", "H", "H", "C"], "positions_angstrom": [[-1.55233, 2.02346, 3.75325], [6.84146, -3.26996, -2.91975], [2.17074, -7.87283, 2.69588], [1.25002, -8.46473, 2.71074], [0.55508, 2.77124, 3.18159], [1.01729, -2.43045, -4.34415], [-2.21735, 1.07483, -5.20628], [-2.02784, 7.98014, 4.76293], [2.85925, -3.63547, -2.52452], [-1.75045, -0.90119, -3.98874], [-5.30092, 1.23582, -2.59849], [2.52761, -8.79502, 0.76708], [-2.13928, 2.52024, 0.00804], [7.96355, -4.41366, -1.45286], [-3.11459, 7.85606, 4.71994], [-2.27336, -0.16186, 1.75562], [2.04024, -6.70178, 0.66538], [-1.31837, 5.96678, 5.72233], [-7.34349, 0.34633, -4.87853], [1.49807, -5.90374, 1.62604], [-0.10525, 3.18518, 5.36022], [7.65710, -3.37540, -3.63689], [-7.61929, 1.22442, -2.91617], [2.74874, -7.86851, 1.29654], [0.57409, 0.71086, -0.36880], [1.84551, -6.41443, 2.91869], [6.47932, -2.23810, -2.97036], [1.90573, 3.40688, 3.20099], [7.60798, -2.72197, -0.96804], [4.98519, -3.82807, -3.89506], [-0.65095, 1.87251, -3.01181], [2.84608, -8.28300, 3.44846], [-6.55612, 2.42050, -1.45059], [0.05723, 2.13802, 1.99208], [-3.52118, 1.26130, -0.37400], [2.04141, 3.99365, 4.18733], [1.00569, -6.28287, 3.60337], [1.56287, -4.75688, -3.05930], [0.28994, -4.43133, -1.11529], [-0.95735, 3.01763, -4.80759], [-0.47253, 2.09502, -4.48823], [0.79253, 5.23897, 2.35433], [0.53254, -1.86541, -2.19109], [1.20976, -3.83914, -1.13020], [-1.26724, 1.70190, 2.35566], [-8.56877, 0.90574, -2.48300], [-1.34293, 6.57558, 7.90496], [0.04468, -2.25504, -0.21340], [-0.32693, 2.75140, 4.33509], [5.69579, -4.19786, 0.26512], [1.74240, -1.81921, -0.52189], [1.89096, 4.43882, 2.14582], [-1.35001, 6.66206, 4.47019], [-0.74349, 0.57092, -6.04213], [-2.48647, 1.83248, 4.36828], [7.23595, -3.59977, -1.49597], [0.59544, 2.12011, -4.71898], [0.10788, 5.26349, 1.37866], [-1.60412, 8.25527, 6.19122], [-0.96197, 0.57820, -2.76336], [-7.00461, 0.20547, -3.85248], [1.98172, -6.46898, -0.51497], [-2.33519, 0.98021, 1.60127], [-0.95011, -0.15942, -3.99573], [5.69925, -4.22625, -3.17160], [5.05745, -4.39071, -1.90068], [5.93450, -4.07379, -0.90907], [-1.75200, 8.77071, 4.06322], [1.07554, -2.66344, -3.15792], [3.82365, -7.67269, 1.30030], [-0.64919, 8.78397, 6.23812], [2.44406, 2.01754, 0.47668], [-5.53567, 0.50132, -3.72196], [0.55155, 3.06398, -0.54441], [-4.67314, 0.12145, -4.47097], [-1.42329, 6.86650, 6.74107], [0.00802, -0.67497, -4.08319], [-6.58221, 0.68086, -1.08171], [1.78474, -3.83111, -2.52897], [-2.46576, 1.40975, 0.05325], [0.89696, 1.94536, 0.30701], [2.70290, -5.85028, 3.29746], [-7.79233, 2.16088, -3.45567], [1.88527, -4.25017, -0.38317], [-6.53084, 1.42026, -1.88705], [6.04454, -5.20512, -3.51688], [-1.67403, 0.85313, -0.57788], [2.77009, 2.68724, 3.01758], [-1.14895, 0.87482, -5.07596], [-0.32302, 6.79152, 4.11816], [-7.19259, -0.81838, -3.52065], [-0.50508, 2.70789, -2.14539], [-1.90333, 6.07215, 3.73661], [-3.33567, 1.28686, 2.09522], [-2.37244, 8.79799, 6.74123], [0.88367, -2.38272, -0.90127]], "atomic_forces_ev_per_a": [[4.420, 2.237, 0.652], [0.396, 0.373, -0.365], [0.062, -0.540, 0.370], [0.091, 0.070, 0.042], [-0.612, -1.346, -0.322], [-0.162, 0.136, 1.051], [0.101, -0.067, 0.007], [-0.296, 0.480, -0.334], [-0.059, -0.076, -0.089], [0.086, 0.114, 0.273], [0.246, -0.113, -0.298], [0.237, 0.213, -0.199], [-0.921, -1.654, -0.127], [-0.019, 0.064, 0.147], [0.117, 0.013, -0.033], [0.347, 1.856, -0.286], [0.415, -0.025, -1.021], [-0.019, -0.220, 0.266], [0.198, -0.326, 0.034], [-0.064, -0.052, -0.482], [-0.253, -0.567, -1.755], [-0.134, -0.023, 0.011], [-0.659, 0.125, -0.043], [-0.202, -0.321, 0.352], [-0.712, 0.664, 0.863], [0.001, 0.107, 0.599], [0.032, -0.107, -0.038], [0.527, 1.827, 0.632], [0.058, -0.315, 0.211], [-0.102, -0.171, 0.182], [0.219, 0.039, -0.147], [-0.085, 0.104, -0.020], [0.239, -0.109, -0.037], [-3.431, -0.117, 3.802], [1.733, 0.168, 0.769], [-0.424, -1.365, -1.308], [0.020, 0.178, -0.210], [0.256, 0.184, -0.152], [0.143, 0.038, 0.076], [0.331, 0.100, 0.191], [-0.357, -0.071, -0.276], [-1.890, 0.529, -1.172], [0.037, -0.032, -0.553], [0.080, -0.203, 0.497], [1.591, 1.365, 2.946], [0.113, 0.065, 0.030], [-0.057, -0.364, -0.936], [-0.033, 0.173, -0.196], [-2.866, -2.756, -4.782], [-0.383, -0.002, -0.782], [0.001, 0.004, -0.051], [0.831, -2.245, 0.223], [0.059, 0.033, -0.543], [0.004, -0.070, 0.152], [1.238, 0.008, -1.540], [0.047, 0.386, -0.352], [-0.021, 0.147, 0.101], [1.214, 0.352, 1.460], [-0.377, 0.100, -0.395], [0.094, 1.264, 0.487], [-0.371, 0.382, 0.025], [-0.284, -0.120, 0.808], [-2.175, -0.492, -0.975], [0.081, -0.723, -0.722], [-0.043, -0.091, -0.596], [0.065, 0.139, 0.478], [0.109, -0.303, 1.070], [-0.004, -0.138, 0.006], [0.491, -0.256, -1.016], [-0.049, -0.017, -0.157], [-0.069, -0.005, 0.150], [-3.578, -0.631, 0.399], [0.562, -0.718, -0.738], [-0.610, -0.933, 1.190], [-0.108, 0.555, 0.732], [0.268, 0.222, 1.380], [-0.347, 0.282, -0.019], [0.013, 0.004, -0.049], [-0.343, -0.184, 0.288], [1.619, 0.325, 0.451], [5.411, 1.392, -0.794], [-0.040, -0.017, -0.064], [0.007, -0.082, 0.101], [-0.164, 0.204, -0.123], [-0.230, 0.236, 0.443], [-0.047, 0.044, 0.047], [-1.661, 0.746, 0.884], [-1.432, 1.073, -0.151], [-0.378, 0.050, -0.545], [-0.082, 0.003, 0.046], [0.068, -0.005, -0.154], [-0.436, -0.624, -0.215], [0.129, -0.139, 0.159], [1.813, -0.398, -0.568], [0.325, -0.026, 0.204], [0.044, -0.013, 0.441]], "mulliken_charge": [-0.423, -0.588, -0.517, 0.270, 0.214, -0.634, 0.201, -0.575, -0.334, 0.454, -0.249, 0.312, 0.270, 0.263, 0.276, 0.213, 0.574, -0.304, 0.305, -0.348, 0.367, 0.337, -0.573, -0.434, -0.109, -0.432, 0.265, -0.234, 0.280, 0.317, 0.544, 0.331, 0.334, -0.098, 0.034, 0.319, 0.292, 0.463, 0.182, 0.374, -0.596, 0.314, -0.248, -0.052, 0.333, 0.317, -0.578, 0.275, -0.240, -0.604, 0.310, -0.236, -0.236, 0.388, 0.407, -0.355, 0.296, -0.288, -0.329, -0.347, -0.420, -0.567, -0.461, -0.214, -0.294, -0.349, 0.463, 0.333, 0.538, 0.251, 0.259, -0.715, 0.431, 0.163, -0.547, 0.405, 0.089, 0.301, 0.011, -0.232, 0.867, 0.285, 0.273, 0.058, -0.451, 0.275, -0.045, 0.256, -0.574, 0.177, 0.278, -0.698, 0.291, 0.398, 0.297, -0.604], "e_homo_ev": -11.623, "max_force_ev_per_a": 6.22, "lumo_ha": -0.135, "total_charge": 1, "orbital_gap_ev": 7.941}

{"formula": "C3H3CsFO2", "method": "wB97M-V/def2-TZVPD", "species": ["H", "Cs", "H", "F", "C", "O", "O", "C", "H", "C"], "positions_angstrom": [[1.77841, 0.61564, 1.26761], [1.23574, -2.58999, -5.54120], [-0.64404, -0.89298, 1.55033], [-2.52528, 3.21161, 2.02417], [0.79310, -1.01640, -1.31260], [1.69675, -0.34425, -0.63144], [-0.23154, -1.20307, -0.50954], [0.05420, -0.70744, 0.74214], [-3.40169, 3.03168, 1.76565], [1.24435, -0.10480, 0.64487]], "atomic_forces_ev_per_a": [[-0.062, -0.756, -0.219], [-0.023, 0.094, 0.238], [0.139, 0.274, -0.360], [-0.369, -0.147, -0.152], [0.063, -0.208, -1.188], [0.350, 0.479, -0.049], [-0.241, -0.793, 0.343], [0.459, 0.683, 0.481], [0.371, 0.132, 0.146], [-0.688, 0.243, 0.760]], "mulliken_charge": [0.356, 0.983, 0.372, -0.399, 0.025, -0.236, -0.239, -0.125, 0.399, -0.137], "e_homo_ev": -12.837, "max_force_ev_per_a": 1.21, "lumo_ha": -0.137, "total_charge": 1, "e_above_lowest_kcal_mol": 10.7, "orbital_gap_ev": 9.119}